{
  "formula": "C4H8O2",
  "method": "ωB97M-V/def2-TZVPD",
  "species": ["C", "O", "C", "O", "H", "H", "H", "H", "C", "C", "H", "H", "H", "H"],
  "xyz": [[-2.1776, -0.0798, 0.2337], [-0.7993, 0.2328, -0.2245], [-0.2915, -0.9045, 0.2760], [0.3280, -0.9849, 1.2941], [-2.4103, -1.0885, 0.6571], [-2.7058, 0.0241, -0.6936], [-2.3841, 0.6453, 1.0126], [-0.6307, -1.7588, -0.3286], [1.5181, 1.1547, -0.6678], [2.1512, 0.1528, -0.0697], [1.5966, 1.2857, -1.7405], [0.9753, 1.9227, -0.1236], [2.2263, 0.0618, 1.0071], [2.6094, -0.6442, -0.6496]],
  "mulliken_charge": [-0.813, -0.259, 0.193, -0.535, 0.393, 0.269, 0.286, 0.492, -0.335, -0.699, 0.243, 0.180, 0.291, 0.293],
  "smiles": "COC=O.C=C",
  "total_energy_ha": -307.58445,
  "spin_multiplicity": 1,
  "e_homo_ev": -9.3,
  "de_lowest_kcal_mol": 80.31,
  "homo_lumo_gap_ev": 10.23
}

---

{
  "formula": "C4H8O2",
  "method": "ωB97M-V/def2-TZVPD",
  "species": ["C", "C", "C", "O", "C", "O", "H", "H", "H", "H", "H", "H", "H", "H"],
  "xyz": [[0.8284, -1.1095, -0.6956], [-0.0905, -0.7161, 0.4537], [0.4056, 0.5739, 1.0912], [0.0369, 1.5250, 0.1025], [-1.1353, 1.0247, -0.5168], [-1.3595, -0.2765, -0.0295], [0.4689, -1.9861, -1.2395], [0.8811, -0.2624, -1.3850], [1.8475, -1.2954, -0.3414], [-0.2827, -1.5300, 1.1589], [-0.1088, 0.7786, 2.0390], [1.4889, 0.6138, 1.2363], [-2.0013, 1.6486, -0.2673], [-0.9793, 1.0115, -1.6063]],
  "mulliken_charge": [-1.217, 0.284, -0.434, -0.381, -0.246, -0.442, 0.327, 0.278, 0.348, 0.375, 0.265, 0.320, 0.262, 0.261],
  "smiles": "C[C@H]1COCO1",
  "total_energy_ha": -307.66184,
  "spin_multiplicity": 1,
  "e_homo_ev": -9.8,
  "de_lowest_kcal_mol": 31.74,
  "homo_lumo_gap_ev": 10.81
}

---

{
  "formula": "C4H8O2",
  "method": "ωB97M-V/def2-TZVPD",
  "species": ["C", "C", "O", "C", "C", "O", "H", "H", "H", "H", "H", "H", "H", "H"],
  "xyz": [[1.5838, -1.2230, -0.7596], [0.3959, -0.2848, -0.7203], [-0.4506, -0.6817, 0.3468], [-1.4601, 0.2599, 0.6012], [-0.8632, 1.5290, 1.1891], [-1.1751, 2.6469, 0.8613], [1.2822, -2.2311, -1.0571], [2.0390, -1.2778, 0.2338], [2.3342, -0.8571, -1.4675], [0.7382, 0.7518, -0.5692], [-0.1652, -0.3033, -1.6686], [-2.1310, -0.1883, 1.3446], [-2.0442, 0.5182, -0.2945], [-0.0838, 1.3412, 1.9600]],
  "mulliken_charge": [-1.199, -0.205, -0.350, -0.372, 0.067, -0.470, 0.293, 0.299, 0.366, 0.326, 0.294, 0.305, 0.289, 0.357],
  "smiles": "CCOCC=O",
  "total_energy_ha": -307.65427,
  "spin_multiplicity": 1,
  "e_homo_ev": -9.8,
  "de_lowest_kcal_mol": 36.49,
  "homo_lumo_gap_ev": 10.78
}

---

{
  "formula": "C4H8O2",
  "method": "ωB97M-V/def2-TZVPD",
  "species": ["C", "C", "O", "C", "C", "O", "H", "H", "H", "H", "H", "H", "H", "H"],
  "xyz": [[-0.9215, 1.3384, -1.5534], [-0.2308, 0.1424, -0.8832], [-0.8088, -0.9134, -1.1174], [1.0718, 0.0331, 0.0748], [0.9046, -0.9736, 1.2251], [0.3133, -2.1490, 0.7646], [-1.2681, 2.0493, -0.8008], [-0.2966, 1.8760, -2.2725], [-1.8071, 0.9597, -2.0922], [1.8577, -0.4342, -0.5428], [1.4946, 0.9526, 0.5088], [0.4066, -0.5812, 2.1326], [1.9788, -1.0611, 1.5082], [-0.2019, -1.8705, -0.0625]],
  "mulliken_charge": [-1.057, 0.726, -0.581, -0.663, -0.308, -0.585, 0.285, 0.297, 0.312, 0.276, 0.342, 0.272, 0.234, 0.451],
  "smiles": "CC(=O)CCO",
  "total_energy_ha": -307.65274,
  "spin_multiplicity": 1,
  "e_homo_ev": -9.7,
  "de_lowest_kcal_mol": 37.46,
  "homo_lumo_gap_ev": 10.41
}

---

{
  "formula": "C4H8O2",
  "method": "ωB97M-V/def2-TZVPD",
  "species": ["C", "C", "C", "O", "C", "O", "H", "H", "H", "H", "H", "H", "H", "H"],
  "xyz": [[-1.3281, -1.1622, 0.2090], [-0.6283, 0.1207, 0.5752], [1.1672, 0.0463, -0.2801], [2.0995, 1.1117, -0.3499], [-0.5303, 1.1801, -0.3858], [-1.0226, 1.1099, -1.5006], [-2.4265, -1.0807, 0.1711], [-1.0943, -1.9489, 0.9356], [-1.0142, -1.4461, -0.7959], [-0.7395, 0.3920, 1.6431], [1.4672, -0.7064, 0.4179], [0.9844, -0.3464, -1.2939], [2.9526, 0.7242, -0.6217], [0.0669, 2.0324, -0.0061]],
  "mulliken_charge": [-1.068, -0.037, -0.594, -0.470, 0.022, -0.626, 0.335, 0.346, 0.278, 0.359, 0.411, 0.350, 0.330, 0.365],
  "total_energy_ha": -307.57593,
  "spin_multiplicity": 1,
  "e_homo_ev": -8.9,
  "de_lowest_kcal_mol": 85.66,
  "homo_lumo_gap_ev": 9.63
}

---

{
  "formula": "C4H8O2",
  "method": "ωB97M-V/def2-TZVPD",
  "species": ["C", "O", "C", "C", "C", "O", "H", "H", "H", "H", "H", "H", "H", "H"],
  "xyz": [[1.9307, 0.1334, -0.3634], [0.8151, -0.7111, -0.1608], [-0.6306, -0.0100, -0.2903], [-1.6657, -1.0517, 0.0905], [-0.3676, 1.0888, 0.6513], [0.3519, 2.0144, 0.3103], [2.3014, 0.1556, -1.3994], [1.5660, 1.1757, -0.1451], [2.7283, -0.0204, 0.3826], [-0.6971, 0.3288, -1.3263], [-1.2826, -2.0022, -0.2805], [-1.8016, -1.1287, 1.1760], [-2.6558, -0.8905, -0.3606], [-0.5923, 0.9179, 1.7158]],
  "mulliken_charge": [-0.660, -0.366, 0.412, -1.231, -0.107, -0.481, 0.272, 0.303, 0.290, 0.306, 0.321, 0.297, 0.340, 0.306],
  "smiles": "CO[C@@H](C)C=O",
  "total_energy_ha": -307.60860,
  "spin_multiplicity": 1,
  "e_homo_ev": -9.7,
  "de_lowest_kcal_mol": 65.15,
  "homo_lumo_gap_ev": 10.29
}